Entry 1:
ORCA calculation (the ωB97M-V functional and the def2-TZVPD basis) on a molecular structure, C3H4OS.

Geometry (Å):
C (1.4560, 0.0228, -0.1382)
C (0.0987, -0.1706, -0.4933)
C (-1.0190, 0.0711, 0.3432)
O (2.2215, 1.5336, 0.4706)
S (1.3423, -1.6197, -0.1546)
H (-0.2253, -0.4713, -1.5482)
H (-1.8609, -0.5770, 0.0434)
H (-1.1969, 1.0886, 0.1258)
H (-0.8165, 0.1226, 1.3512)

Computed properties:
frontier orbital gap (alpha / beta) = 7.23 / 8.30 eV
spin multiplicity = 3
energy relative to the best compared isomer or geometry (same formula, charge and spin) = 4.460 eV



Entry 2:
ORCA calculation (the ωB97M-V functional and the def2-TZVPD basis) on a single C3H4OS2 molecule.

Geometry (Å):
C (0.4823, -0.5219, 0.9172)
C (-0.6779, 0.1080, 0.2884)
C (-0.4459, 1.5867, -0.1010)
H (2.1080, 0.3720, -0.7228)
H (0.1808, -1.4643, 1.4269)
H (0.8131, 0.1399, 1.7334)
H (-1.2935, 2.0377, -0.5686)
O (0.6394, 2.1034, 0.0061)
S (1.7667, -0.8628, -0.3255)
S (-1.9589, -0.6965, -0.2086)

Computed properties:
frontier orbital gap = 7.74 eV
spin multiplicity = 1
energy relative to the best compared isomer or geometry (same formula, charge and spin) = 1.442 eV



Entry 3:
ORCA calculation (the ωB97M-V functional and the def2-TZVPD basis) on a single C3H4OS2 molecule.

Geometry (Å):
C (0.8294, -1.2844, -0.2064)
C (-0.4813, -1.4879, -0.2374)
C (-0.2419, 1.0440, 0.4804)
O (-0.4066, 1.8596, -0.6188)
S (1.4103, 0.2153, 0.4818)
S (-1.5316, -0.2423, 0.4026)
H (1.5794, -1.9674, -0.5577)
H (-0.9655, -2.3683, -0.6153)
H (-0.3396, 1.5844, 1.4280)
H (0.1474, 2.6471, -0.5573)

Computed properties:
frontier orbital gap = 8.74 eV
spin multiplicity = 1
energy relative to the best compared isomer or geometry (same formula, charge and spin) = 0.883 eV



Entry 4:
ORCA calculation (the ωB97M-V functional and the def2-TZVPD basis) on a molecular structure, C3H4OTl.

Geometry (Å):
H (-1.2298, 1.2839, -0.8035)
O (0.0054, -0.5237, -1.4143)
C (-0.8692, 0.3596, -0.3548)
C (-1.1592, -0.9475, -0.7245)
Tl (0.8093, -2.7789, -1.2520)
C (0.4028, 0.6404, 0.9489)
H (0.9456, 1.4968, 0.5323)
H (-0.1811, 0.4431, 1.8635)
H (1.2762, 0.0263, 1.2042)

Computed properties:
frontier orbital gap (alpha / beta) = 5.33 / 7.73 eV
spin multiplicity = 2
energy relative to the best compared isomer or geometry (same formula, charge and spin) = 2.094 eV



Entry 5:
ORCA calculation (the ωB97M-V functional and the def2-TZVPD basis) on 2 unconnected molecules or ions with the total composition C3H4P2.

Geometry (Å):
C (1.2491, 1.2620, -0.1338)
C (0.9950, -1.2988, 0.1407)
C (1.1394, -0.0198, 0.0097)
P (-4.3030, -0.8031, -0.0993)
P (-3.5174, 0.9382, 0.1032)
H (1.8359, 1.8775, 0.5270)
H (0.7441, 1.7680, -0.9446)
H (1.6479, -2.0039, -0.3485)
H (0.2090, -1.7201, 0.7456)

Computed properties:
frontier orbital gap = 9.28 eV
spin multiplicity = 1
energy relative to the best compared isomer or geometry (same formula, charge and spin) = 0.829 eV



Entry 6:
ORCA calculation (the ωB97M-V functional and the def2-TZVPD basis) on a molecular structure, C3H4P2.

Geometry (Å):
C (-0.0594, -1.7899, 0.1619)
C (0.0353, 1.1077, -1.3889)
C (-0.0520, -0.4576, -0.2668)
P (0.4483, -0.7418, 1.5658)
P (0.5248, 2.4164, -0.5964)
H (-0.5002, -2.6962, -0.0827)
H (-0.0334, 1.0373, -2.5119)
H (-0.8118, -0.5699, 2.3183)
H (0.4485, 1.6940, 0.8008)

Computed properties:
frontier orbital gap = 8.47 eV
spin multiplicity = 1
energy relative to the best compared isomer or geometry (same formula, charge and spin) = 4.180 eV



> Number 3 is which compound?

C3H4OS2